1.
Below is a cluster of 4 separate species, C5H21N3O3 in total in a non-equilibrium geometry, with properties calculated with wB97M-V/def2-TZVPD.

Structure (XYZ):
```
32
Properties=species:S:1:pos:R:3:forces:R:3
N 1.7886 -0.7148 -2.1533 0.59 1.06 1.03
C 0.8330 0.0609 -1.3802 -0.10 -0.72 1.10
C 1.2289 0.0816 0.1600 1.18 1.30 -0.95
C 1.7569 -1.1392 0.9218 0.90 -0.63 1.10
N 1.7805 -2.4447 0.2316 -0.27 0.59 -0.15
C -0.5428 -0.6088 -1.4204 -0.52 -1.55 0.92
N -1.6465 -0.0427 -0.6308 -0.15 -0.53 -1.78
C -2.2745 1.0453 -1.4075 1.04 1.27 2.40
H 2.0786 -1.5423 -1.6688 -0.25 -0.55 -0.52
H 1.6377 -0.7088 -3.1361 -0.08 -0.41 -0.40
H 0.8923 1.0895 -1.7488 -0.48 -0.05 0.24
H 0.4797 0.5837 0.7819 -0.13 -0.31 -0.30
H 2.0786 0.7853 0.1640 -0.20 -0.03 0.10
H 1.3244 -1.2358 1.9402 -0.72 0.02 -0.73
H 2.7671 -0.9236 1.2941 0.18 0.06 -0.73
H 2.6687 -2.9290 0.2235 -0.21 0.10 0.41
H 1.0318 -3.0111 0.5836 0.08 -0.56 -0.07
H -0.9050 -0.9350 -2.4103 0.06 0.87 -0.02
H -0.3098 -1.6023 -1.0063 -0.04 0.02 0.17
H -1.3802 0.1953 0.3176 0.02 0.46 -0.38
H -3.2579 0.8417 -1.8000 -0.22 -0.45 -0.32
H -2.3508 1.8917 -0.6928 -0.32 -0.18 -0.59
H -1.5629 1.4161 -2.1441 -0.29 -0.03 -0.37
H -1.3419 -2.1841 1.6633 -0.56 0.25 0.69
H -2.3912 -1.2436 2.2302 -0.34 0.66 -0.20
O -1.8864 -2.0145 2.4622 0.90 -0.86 -0.54
H -0.6421 2.8102 1.7889 0.00 0.99 0.88
H -0.8662 1.9648 3.2878 0.24 1.33 -0.13
O -0.8036 2.0329 2.3316 -0.35 -2.38 -0.88
H 0.4737 3.8144 -0.4764 0.68 -0.39 0.59
H 0.5531 2.3230 0.2900 0.70 1.08 -0.30
O 0.0549 2.9780 -0.2264 -1.32 -0.41 -0.24
```
Forces are in eV/Å.

Values from the calculation:
**Charge**: -1
**<S²>**: 0.750
**E**: -16135.9674 eV
**Max |F|**: 2.9 eV/A
**2S+1**: 2

=====

2.
Below is an isolated molecule of C3H4N2O, with properties calculated with wB97M-V/def2-TZVPD.

Structure (XYZ):
```
10
Properties=species:S:1:pos:R:3:forces:R:3
O 2.0249 -0.1533 0.9362 -0.05 -0.10 -0.45
C 1.0086 -0.0852 0.2830 0.24 0.06 0.12
C -0.3709 -0.5731 0.6752 0.11 0.01 0.07
C -1.2134 0.0862 -0.3811 0.06 0.08 -0.10
N -0.5197 0.7293 -1.2475 -0.25 -0.24 0.35
N 0.8109 0.6012 -0.8950 0.28 0.07 0.14
H -0.4128 -0.2211 1.7099 -0.79 0.07 -0.09
H -0.5095 -1.6585 0.7099 0.27 0.13 -0.12
H -2.2865 0.0072 -0.5215 0.17 0.03 0.13
H 1.4684 1.2672 -1.2691 -0.05 -0.13 -0.05
```
Forces are in eV/Å.

Values from the calculation:
**SMILES**: O=C1CC=NN1
**Max |F|**: 0.8 eV/A
**Energy above the lowest of the compared OMol25 structures with the same formula, charge and spin**: 26.3 kcal per mole

=====

3.
Below is a cluster of 3 separate species, C17H30N3O8S4 in total, with properties calculated with wB97M-V/def2-TZVPD.

Structure (XYZ):
```
62
Properties=species:S:1:pos:R:3:forces:R:3
C 1.0798 -4.9849 4.2808 -0.07 -0.18 0.08
C 0.5378 -5.2544 3.0972 0.08 -0.08 0.08
C 1.1542 -4.7945 1.7968 0.11 -0.43 0.71
C 0.6748 -3.4285 1.3955 -0.32 -0.30 0.06
C -0.5455 -2.8966 1.8522 -0.07 -0.28 0.19
N -0.9982 -1.7081 1.5600 0.05 -0.03 -0.04
N -0.2586 -0.9647 0.7501 0.12 -0.17 -0.14
C -0.8287 0.3764 0.5063 -0.41 0.27 0.16
C -0.2401 1.4152 1.4539 0.03 -0.17 0.29
C -0.8688 2.7843 1.2325 0.20 -0.23 0.66
S -0.0469 4.0598 2.2392 0.06 0.47 -0.13
C 0.9007 -1.3663 0.2169 0.20 0.41 0.02
C 1.6060 -0.4521 -0.7395 0.00 -0.33 -0.27
C 1.0077 -0.5468 -2.1583 -0.06 -0.03 -0.10
C 1.4856 0.6105 -3.0293 0.43 0.05 0.21
S 0.6636 2.1899 -2.6727 -0.32 0.08 -0.02
C 1.4121 -2.6372 0.5537 0.05 0.17 -0.35
N 2.6411 -3.1297 0.0570 0.06 0.29 -0.01
H 0.4897 -5.0474 5.1881 0.20 -0.63 0.03
H 2.1306 -4.7427 4.4074 -0.16 0.68 -0.17
H -0.3696 -5.8533 3.0663 -0.35 0.60 -0.08
H 2.2352 -4.7247 1.9417 -0.02 -0.08 -0.31
H 0.9471 -5.5059 0.9930 0.16 0.09 -0.10
H -1.1762 -3.4871 2.5047 -0.01 0.13 0.01
H -1.8906 0.2756 0.7273 0.04 -0.08 -0.07
H -0.7407 0.6456 -0.5443 0.27 -0.01 0.03
H 0.8524 1.4536 1.4082 -0.05 0.07 -0.27
H -0.4755 1.1003 2.4767 0.03 0.02 -0.03
H -1.8921 2.7380 1.6074 -0.11 0.05 -0.40
H -0.8356 3.0916 0.1886 -0.08 -0.03 0.00
H 0.8358 3.3071 2.9045 -0.08 -0.22 -0.06
H 1.6019 0.5757 -0.3796 -0.10 -0.01 -0.01
H 2.6422 -0.7772 -0.8248 0.01 0.19 0.17
H 1.3182 -1.4888 -2.6213 0.01 0.02 0.07
H -0.0841 -0.5690 -2.1251 0.03 0.05 -0.04
H 1.3355 0.4042 -4.0890 -0.15 0.00 0.06
H 2.5611 0.7539 -2.9039 -0.03 -0.03 -0.09
H 1.4637 2.6811 -1.7176 0.16 -0.12 -0.02
H 2.5907 -3.4284 -0.9098 0.03 -0.11 0.04
H 3.3917 -2.4584 0.1604 0.05 -0.06 -0.11
C 0.4778 2.6309 -6.4206 0.07 -0.04 0.25
C 1.3835 3.8169 -6.6796 -0.16 0.11 -0.21
O 2.6435 3.2101 -7.0019 0.01 -0.08 0.14
S 2.4131 1.8305 -7.7726 -0.05 0.05 0.05
O 2.5235 2.0259 -9.1696 0.01 -0.09 -0.01
O 3.1616 0.8263 -7.1039 0.06 0.00 0.01
O 0.8637 1.6645 -7.4055 -0.04 0.14 -0.19
H 0.6704 2.2013 -5.4367 -0.08 0.13 0.03
H -0.5766 2.8661 -6.5340 -0.01 -0.10 -0.11
H 1.5062 4.4569 -5.8107 0.15 -0.06 0.03
H 1.0440 4.4094 -7.5305 -0.01 -0.01 0.00
C -4.4519 0.2881 5.3962 -0.26 -0.09 -0.15
C -3.4828 0.1752 4.2362 0.21 -0.09 0.14
O -3.4682 1.4907 3.6649 -0.14 -0.04 -0.01
S -3.6659 2.5904 4.8285 -0.02 -0.07 0.04
O -2.3963 3.0850 5.2177 0.00 0.03 0.02
O -4.7152 3.4558 4.4393 0.06 0.05 -0.10
O -4.1792 1.5803 5.9508 0.19 -0.04 0.01
H -5.4895 0.2620 5.0601 0.01 -0.01 -0.02
H -4.2939 -0.4705 6.1574 0.06 0.12 0.10
H -3.8011 -0.5419 3.4843 -0.05 0.12 -0.10
H -2.4746 -0.0699 4.5791 -0.02 -0.02 0.03
```
Forces are in eV/Å.

Values from the calculation:
**Charge**: +1
**E**: -82297.4712 eV
**Max |F|**: 0.8 eV/A

=====

What did the first record say?
Below is a cluster of 4 separate species, C5H21N3O3 in total in a non-equilibrium geometry, with properties calculated with wB97M-V/def2-TZVPD.

Structure (XYZ):
```
32
Properties=species:S:1:pos:R:3:forces:R:3
N 1.7886 -0.7148 -2.1533 0.59 1.06 1.03
C 0.8330 0.0609 -1.3802 -0.10 -0.72 1.10
C 1.2289 0.0816 0.1600 1.18 1.30 -0.95
C 1.7569 -1.1392 0.9218 0.90 -0.63 1.10
N 1.7805 -2.4447 0.2316 -0.27 0.59 -0.15
C -0.5428 -0.6088 -1.4204 -0.52 -1.55 0.92
N -1.6465 -0.0427 -0.6308 -0.15 -0.53 -1.78
C -2.2745 1.0453 -1.4075 1.04 1.27 2.40
H 2.0786 -1.5423 -1.6688 -0.25 -0.55 -0.52
H 1.6377 -0.7088 -3.1361 -0.08 -0.41 -0.40
H 0.8923 1.0895 -1.7488 -0.48 -0.05 0.24
H 0.4797 0.5837 0.7819 -0.13 -0.31 -0.30
H 2.0786 0.7853 0.1640 -0.20 -0.03 0.10
H 1.3244 -1.2358 1.9402 -0.72 0.02 -0.73
H 2.7671 -0.9236 1.2941 0.18 0.06 -0.73
H 2.6687 -2.9290 0.2235 -0.21 0.10 0.41
H 1.0318 -3.0111 0.5836 0.08 -0.56 -0.07
H -0.9050 -0.9350 -2.4103 0.06 0.87 -0.02
H -0.3098 -1.6023 -1.0063 -0.04 0.02 0.17
H -1.3802 0.1953 0.3176 0.02 0.46 -0.38
H -3.2579 0.8417 -1.8000 -0.22 -0.45 -0.32
H -2.3508 1.8917 -0.6928 -0.32 -0.18 -0.59
H -1.5629 1.4161 -2.1441 -0.29 -0.03 -0.37
H -1.3419 -2.1841 1.6633 -0.56 0.25 0.69
H -2.3912 -1.2436 2.2302 -0.34 0.66 -0.20
O -1.8864 -2.0145 2.4622 0.90 -0.86 -0.54
H -0.6421 2.8102 1.7889 0.00 0.99 0.88
H -0.8662 1.9648 3.2878 0.24 1.33 -0.13
O -0.8036 2.0329 2.3316 -0.35 -2.38 -0.88
H 0.4737 3.8144 -0.4764 0.68 -0.39 0.59
H 0.5531 2.3230 0.2900 0.70 1.08 -0.30
O 0.0549 2.9780 -0.2264 -1.32 -0.41 -0.24
```
Forces are in eV/Å.

Values from the calculation:
**Charge**: -1
**<S²>**: 0.750
**E**: -16135.9674 eV
**Max |F|**: 2.9 eV/A
**2S+1**: 2

=====

- max |F| of number 2 (C3H4N2O)?
  0.8 eV/A

=====

- Which value of max |F| does entry 1 give?
  2.9 eV/A

=====

- max |F| of number 1 (C5H21N3O3)?
  2.9 eV/A